ORCA calculation (ωB97M-V/def2-TZVPD) on a structure of composition C6H9N at a distorted geometry.

Atoms and positions in Å:
1 C 1.23 1.26 0.22
2 C 0.60 -0.12 -0.10
3 C -0.57 -0.56 0.96
4 C -1.75 -0.20 0.05
5 C -0.63 -0.15 -1.04
6 C 1.67 -1.10 -0.37
7 N 2.52 -1.88 -0.55
8 H 1.82 1.74 -0.58
9 H 1.89 1.20 1.10
10 H 0.41 1.95 0.47
11 H -0.45 0.06 1.83
12 H -0.55 -1.63 1.14
13 H -2.55 -0.94 -0.16
14 H -2.27 0.76 0.27
15 H -0.62 -1.11 -1.56
16 H -0.75 0.71 -1.68

Values from the calculation:
charge = 0
relative energy (zero: lowest compared OMol25 entry of this formula, charge and spin) = 36.5 kcal/mol
frontier orbital gap = 10.91 eV
M = 95.145 g/mol

Atomic partial charges in e from the Löwdin method, atoms 1 to 4: C -0.0415; C -0.4228; C -0.1120; C -0.1480